23
Properties=species:S:1:pos:R:3:forces:R:3 method="wB97M-V/def2-TZVPD" e_above_lowest_kcal_mol=43.4 smiles=CC[C@H](CN)NCN e_lumo_ha=0.03965 e_tot_ev=-9897.2685 gap_ha=0.353
N -1.87466 1.47950 -0.37075 0.0015 -1.2311 1.6495
N -0.08221 -1.14464 0.80108 -0.7581 0.1491 0.3658
N 0.13834 -2.78709 -0.94341 -0.4886 0.4307 -0.4048
C -0.81050 1.30392 0.70007 -2.7849 -0.0790 -0.6712
C 1.58524 0.60985 0.19471 1.1330 1.8470 -0.1097
C -0.81182 -2.09628 -0.04775 1.0403 -0.4573 0.2766
C 0.09759 0.15406 0.21938 2.0089 1.5117 -1.2992
C 1.75906 2.16082 -0.33135 0.5891 -1.9354 2.3324
H 1.15898 2.36041 -1.18682 -0.6529 0.1331 -0.6577
H -1.35614 -2.80713 0.55864 0.2511 -0.3375 0.4378
H -1.58325 -1.68832 -0.69641 0.0238 0.6356 0.0147
H 2.81040 2.39391 -0.58229 -0.5004 -0.2340 0.2457
H 1.43516 2.75479 0.53979 0.3031 0.2608 -0.7746
H -0.30355 -1.09115 1.80284 -0.2290 -0.3097 -0.8743
H -0.05123 0.08244 -0.87884 -0.6151 -0.2446 0.5551
H 2.03490 0.49872 1.19396 -0.2002 0.3959 -0.0664
H 0.30488 -2.14998 -1.71673 -0.0985 -0.1925 -0.2187
H 1.05595 -2.85150 -0.52209 -0.1077 -0.1705 0.5170
H -1.34266 1.10267 1.66406 0.2980 -0.5334 -0.7762
H 2.28702 0.03709 -0.43131 -0.8617 -0.4538 -0.0666
H -2.63145 2.06750 -0.05472 0.1627 0.2481 -0.4921
H -0.47680 2.30846 0.88013 1.4684 0.0848 0.0323
H -1.51005 1.65473 -1.28868 0.0171 0.4822 -0.0152

---

23
Properties=species:S:1:pos:R:3:forces:R:3 method="wB97M-V/def2-TZVPD" e_above_lowest_kcal_mol=375.5 e_lumo_ha="-0.67189 / -0.67020" total_charge=+3 spin_multiplicity=2 e_tot_ev=-9849.5105 gap_ha="0.185 / 0.191"
N 0.18029 1.73641 1.33329 -3.2881 -2.1570 1.9995
N -2.08723 1.76742 2.00711 2.1416 1.8622 -0.9704
N -0.67094 -2.14959 -0.22003 1.9681 2.2502 -3.9329
C -0.21346 0.44083 0.80091 -0.1023 0.8455 -1.8264
C -1.06532 2.54648 1.46176 0.8653 0.4075 0.6131
C 1.33286 -1.76074 -2.10800 -0.5168 -0.3440 -0.5546
C 0.90636 -0.17934 -0.01675 3.0178 -0.4668 -1.0573
C 0.71418 -1.73023 -0.64570 0.8859 0.8883 2.8040
H -0.48440 -0.26197 1.55989 0.0437 -0.6143 1.4814
H 2.42052 -1.68960 -2.17247 0.0149 0.3342 0.6559
H 1.81559 -0.17798 0.69315 -1.0325 -0.4656 -1.1027
H -0.57889 0.15411 -1.83641 -0.2179 -0.9301 -0.1711
H -2.93775 2.30302 2.22795 -0.7297 0.5107 -0.0219
H 1.12261 -2.71175 -2.59976 -0.3463 -0.0592 0.0837
H -0.95666 -3.09397 -0.57424 0.4568 0.3946 0.1246
H 1.25568 0.62016 -0.79352 -0.6805 -1.6665 0.7709
H -1.18232 3.07632 0.43596 -0.8095 0.1303 0.9602
H -1.17110 0.62328 0.26371 0.6693 -0.3505 -0.1015
H -0.62949 -1.32578 -1.38381 -1.5113 -0.5528 1.5630
H 0.58574 1.75545 2.29160 1.5020 -0.0916 -0.8200
H 1.43890 -2.49849 -0.10369 -0.8714 0.8400 -0.5692
H 0.89727 -0.92069 -2.72068 0.0507 -0.3634 0.5360
H -0.69243 3.47663 2.09973 -1.5098 -0.4016 -0.4643

---

24
Properties=species:S:1:pos:R:3:forces:R:3 method="wB97M-V/def2-TZVPD" e_above_lowest_kcal_mol=131.6 e_lumo_ha="0.03547 / 0.03294" e_tot_ev=-11941.0449 gap_ha="0.316 / 0.282"
O -0.28439 -0.04713 1.54501 -0.0230 -0.5590 0.0208
N 2.64826 -0.08734 0.89595 0.7771 -0.3106 1.3349
N 0.75743 -0.30041 -0.46607 -1.2668 0.8582 0.8811
N 2.24571 -0.63302 2.12277 0.7212 -0.2233 -0.2778
C -2.77344 -0.77087 -0.12534 -0.1430 -0.2071 0.2268
C -0.46414 1.82777 0.14663 -0.2995 -0.2801 -0.1281
C 1.16450 0.19836 -1.76384 0.0273 -0.0089 0.2506
C -0.04861 0.39051 0.30094 1.9200 -0.3618 -1.0552
C -1.68083 -0.73988 -1.12717 -0.8541 -0.2058 -0.4483
H 2.25178 0.30544 -1.77292 0.0529 -0.0166 0.0458
H 2.52698 -1.59152 2.32645 0.0986 0.1190 -0.3537
H -3.22173 0.21240 0.02326 -0.0431 -0.0248 -0.0068
H 2.83058 -0.88575 0.28904 -0.1373 0.0405 0.0175
H 0.91460 -0.54493 -2.52219 -0.0735 0.0066 -0.0537
H -1.38575 1.99402 0.70202 0.0060 0.0395 -0.0081
H 0.31909 2.45133 0.58369 -0.0015 -0.0440 -0.0052
H -3.57123 -1.47216 -0.41222 -0.0110 0.1284 -0.0171
H 0.40004 -0.73802 1.76623 -0.4992 0.7363 -0.2547
H -2.40799 -1.11910 0.84801 -0.0436 0.0537 -0.0744
H -1.71162 -0.00090 -1.91707 0.0470 0.0532 -0.0116
H 2.54584 -0.05392 2.90047 -0.2653 0.2041 -0.2533
H 0.75504 1.16556 -2.06912 -0.0985 -0.0538 0.0751
H -0.61158 2.11308 -0.89109 -0.0023 0.0102 0.0210
H -1.19855 -1.67350 -1.38343 0.1117 0.0462 0.0745

---

24
Properties=species:S:1:pos:R:3:forces:R:3 method="wB97M-V/def2-TZVPD" e_above_lowest_kcal_mol=33.6 e_lumo_ha="-0.16640 / -0.16639" total_charge=+1 e_tot_ev=-11380.5731 gap_ha="0.290 / 0.290"
N 0.16718 1.22963 -0.38537 -1.2404 0.7813 0.8681
N -0.83023 0.79316 0.21223 1.0413 0.2601 -0.6051
N -0.16868 -1.43794 0.70655 -0.5889 -0.0234 0.1074
N 2.63889 -0.55118 0.61368 0.3172 -0.2816 0.4242
C 1.12676 0.48530 -1.04843 1.0896 -1.1049 -0.6547
C -1.29156 -0.62294 0.34235 0.0155 -1.1165 -0.0731
C -1.93594 -1.06314 -0.97336 0.0300 0.1099 0.1977
C 2.52399 0.55156 -0.24786 -0.5233 0.0610 -0.3067
C -1.70207 1.77962 0.79334 -0.6276 1.0506 0.3539
H -1.73716 1.68097 1.87821 0.0656 -0.1832 -0.0116
H -2.07197 -0.58208 1.11678 0.2282 0.1568 -0.1449
H -0.06027 -1.54118 1.70675 0.0518 -0.0186 -0.0750
H 2.67627 -0.39271 1.60327 0.1874 -0.0154 -0.0389
H 2.55175 1.50658 0.27904 0.1324 -0.0817 -0.0586
H 3.29204 0.54835 -1.02385 -0.0958 0.1033 0.0471
H -0.18220 -2.34981 0.27223 -0.0465 0.0166 -0.0189
H -2.38061 -2.04621 -0.83471 -0.0291 -0.0138 0.0405
H -2.72410 -0.37350 -1.26688 -0.0436 0.0226 -0.0433
H 3.14192 -1.35909 0.28487 0.0450 0.1917 0.1471
H -2.71385 1.65144 0.40464 0.0575 -0.0842 -0.0122
H 1.31718 1.01566 -1.98221 -0.1454 0.0821 -0.0174
H -1.33671 2.77256 0.53516 -0.0179 -0.1756 -0.0080
H -1.20659 -1.12523 -1.77629 0.0799 0.0215 -0.0420
H 0.90594 -0.56982 -1.21015 0.0169 0.2413 -0.0756

---

22
Properties=species:S:1:pos:R:3:forces:R:3 method="wB97M-V/def2-TZVPD" e_above_lowest_kcal_mol=10.3 e_lumo_ha="0.14764 / 0.14315" total_charge=-1 spin_multiplicity=2 e_tot_ev=-8964.4328 gap_ha="0.102 / 0.370"
O 3.26587 0.31020 -1.10593 -0.1779 0.0585 -0.4080
N 0.81618 -1.20107 -1.34689 -0.6518 -0.0880 1.0686
C -0.54340 -0.59896 -1.23082 0.1559 0.0154 -0.0312
C -0.03005 0.65544 0.90197 0.1994 -1.2505 -0.1775
C -2.44400 0.33023 1.78943 0.1171 0.6716 -0.5705
C -1.00666 -0.14858 1.83304 0.8281 0.0391 0.2807
C -0.52867 0.77234 -0.55350 -0.4684 -0.2388 0.4419
H 0.93389 -1.50926 -0.37222 0.7139 0.0734 -0.0077
H -0.92342 -1.23577 1.65826 -0.1012 0.3523 -0.1999
H -2.39799 1.41089 1.60851 -0.3242 0.0052 0.1003
H 0.32326 1.55074 1.39492 -0.5458 0.7409 -0.0874
H 0.89809 0.08626 0.86088 0.1736 -0.2033 0.1044
H -0.96177 -0.46974 -2.22726 -0.1802 -0.2271 -0.0060
H 3.65678 0.41793 -1.97738 0.3110 0.1208 -0.0038
H -1.18390 -1.24097 -0.59888 -0.0185 -0.0633 -0.5952
H -2.95708 -0.10488 0.93497 -0.2322 -0.0675 -0.0621
H 0.74518 -2.14174 -1.75818 -0.2598 0.2762 -0.5377
H 2.39909 -0.08204 -1.35704 -0.1345 -0.2586 0.4225
H -0.63617 -0.02396 2.85450 0.1261 0.0623 0.0327
H -1.58791 1.06113 -0.47060 0.1902 0.2579 -0.4150
H -3.04174 0.17791 2.68610 0.1483 -0.2873 0.1167
H -0.01828 1.48716 -1.21264 0.1311 0.0108 0.5343

---

22
Properties=species:S:1:pos:R:3:forces:R:3 method="wB97M-V/def2-TZVPD" e_above_lowest_kcal_mol=17.1 e_lumo_ha="0.15080 / 0.14523" total_charge=-1 spin_multiplicity=2 e_tot_ev=-8964.1376 gap_ha="0.099 / 0.334"
O 2.75400 1.52136 1.42557 0.3542 0.1828 0.4815
N 0.56410 0.03872 0.39166 0.5331 0.0585 0.7914
C -1.13026 -1.76222 -2.56406 -0.3799 0.3345 -0.7911
C 0.35049 -0.73290 -0.82856 -0.6443 -0.3937 0.6522
C -0.36193 1.07476 0.82175 0.0242 0.3282 -1.0810
C -1.37012 0.63407 1.86226 -0.5284 -0.1987 -0.0198
C -1.10162 -0.97245 -1.26662 -0.3704 0.1687 -0.1151
H -0.88688 0.19779 2.74084 0.1433 -0.1654 -0.2204
H -0.49594 -2.64793 -2.48954 -0.0245 0.0101 -0.0896
H 0.87353 -0.27628 -1.67139 0.0623 -0.0442 -0.0130
H 2.28896 0.79374 0.98921 -0.4700 -0.1329 -0.2562
H 0.11228 2.00009 1.17701 0.5213 -0.4190 -0.0234
H 0.78028 -1.72502 -0.62772 0.2242 0.1690 -0.2434
H -1.61869 -0.01281 -1.36941 0.0403 -0.0846 -0.2982
H 0.80307 -0.55519 1.17490 -0.0798 -0.2911 -0.1295
H -2.13879 -2.07039 -2.86989 0.0102 -0.1568 0.4441
H -1.95382 1.46280 2.26714 -0.0578 0.2448 -0.2089
H -1.73034 -1.52005 -0.56108 0.4735 -0.0490 0.4566
H 3.28037 1.88354 0.71289 0.2441 0.2039 -0.2179
H -2.07065 -0.09046 1.43519 0.0930 -0.0891 0.2225
H -0.82568 -1.15874 -3.42630 0.4878 -0.0340 0.1651
H -0.78946 1.36160 -0.14417 -0.6564 0.3579 0.4941

---

22
Properties=species:S:1:pos:R:3:forces:R:3 method="wB97M-V/def2-TZVPD" e_above_lowest_kcal_mol=36.3 e_lumo_ha="0.13225 / 0.12735" total_charge=-1 spin_multiplicity=2 e_tot_ev=-8963.3044 gap_ha="0.092 / 0.318"
O -3.02196 1.34430 -2.60362 -2.2470 3.4611 -0.7850
N -0.80624 0.07766 1.28883 -0.4590 0.6679 0.1839
C 2.05515 -0.77052 -1.14384 -0.1531 -1.8068 -0.4666
C -2.19707 0.66935 1.21581 1.6193 -2.7639 -0.2274
C 2.31473 -0.39097 1.38236 -3.8882 -2.0583 1.1941
C 0.08187 0.25350 0.10223 -0.4997 -0.9912 0.5812
C 1.32589 -0.72784 0.21193 -0.8054 0.8458 0.0085
H 2.43232 0.64024 1.51883 0.6238 1.5163 -0.0478
H 1.39870 -0.97214 -2.01484 -0.1806 -0.0115 0.6372
H -2.36700 1.08934 0.26007 -0.5360 -0.3995 -1.5023
H 2.75436 -1.68804 -1.15568 -0.3962 1.7772 0.0164
H 3.19366 -0.98343 1.39798 1.0383 -0.2943 -0.3526
H -2.59641 0.55317 -2.58076 2.6498 -4.1705 0.9012
H 2.48499 0.20165 -1.42195 0.5053 -0.3908 0.4841
H 0.80338 -1.69276 0.50178 0.9240 0.6676 -0.8077
H -0.46253 -0.00893 -0.82789 0.1923 -0.0803 0.2498
H -3.35612 1.21633 -3.51431 -0.3625 0.6943 -0.0558
H 1.70609 -0.74959 2.30254 1.1488 0.7568 -1.0185
H 0.29834 1.33108 -0.02747 0.4056 -0.4536 0.3255
H -2.29646 1.50295 1.79934 0.1049 2.1956 2.1844
H -2.96086 -0.04940 1.57779 0.3629 0.2686 -0.7239
H -0.78482 -0.84597 1.73089 -0.0474 0.5697 -0.7788

---

22
Properties=species:S:1:pos:R:3:forces:R:3 method="wB97M-V/def2-TZVPD" e_above_lowest_kcal_mol=27.7 smiles=CC[C@@H](C)NC.O e_lumo_ha=0.03768 e_tot_ev=-8965.1561 gap_ha=0.368
O 4.10675 -0.52350 -0.38634 0.2821 -0.3958 -0.2494
N 0.35541 -0.43498 -0.12051 -0.7444 -0.6305 -0.0849
C 0.90474 -1.48376 0.73289 0.3310 0.4815 0.6776
C -1.64678 0.76941 -0.91798 1.0209 0.4067 0.7374
C -1.87823 -0.78685 1.12307 0.5040 -0.4251 0.0532
C -0.93305 0.15476 0.31583 -0.1748 -0.6672 0.4122
C -1.63450 2.31615 -0.85979 -0.2940 -1.0535 0.1451
H -1.89187 2.56986 0.16814 -0.0609 0.4173 -0.0735
H -2.66131 0.38080 -0.95736 -0.0140 0.0494 -0.2833
H -0.66962 0.91101 1.05759 0.0654 0.4287 -0.3240
H -2.91096 -0.61782 0.82154 -0.0494 0.0228 0.3891
H 3.19809 -0.29134 -0.17357 0.1614 0.4687 0.1377
H -1.67586 -1.85932 1.02676 -0.0043 0.1310 -0.5625
H -2.38803 2.72654 -1.53376 0.2552 0.1948 -0.0205
H -0.63241 2.68385 -1.08069 -0.1464 0.1572 -0.0340
H 4.71893 0.11379 -0.00341 -0.4699 0.0596 0.0594
H 1.92855 -1.62052 0.40576 0.2524 -0.3046 0.3396
H -1.72463 -0.64294 2.19798 -0.3954 0.2950 -0.1203
H 0.20293 -0.86163 -1.02609 0.0235 0.1072 -0.1620
H 0.87248 -1.15071 1.77673 0.3772 0.1443 -0.1357
H -1.05107 0.42299 -1.76351 -0.4889 0.0849 -0.3887
H 0.44698 -2.47508 0.77535 -0.4309 0.0275 -0.5126